# 1
The following is a DFT calculation (ωB97M-V/def2-TZVPD) of 6 unconnected molecules or ions with the total composition C41H81N2O20S3 at a distorted geometry.

Positions of all 147 atoms, in Å:
1 C 1.023 -3.470 3.791
2 C 0.267 -2.241 3.036
3 C -0.621 -1.489 4.137
4 C -1.930 -0.764 3.574
5 N -1.675 0.258 2.517
6 C -0.729 1.314 2.956
7 C -0.580 2.539 1.939
8 C 0.325 3.719 2.580
9 C 1.744 3.178 3.121
10 N 2.599 2.550 2.056
11 C 2.556 3.367 0.800
12 C 3.818 3.177 -0.169
13 C 4.248 1.611 -0.141
14 O 3.265 0.744 -0.730
15 C 3.181 0.887 -2.169
16 C 4.046 -0.162 -3.007
17 C 5.634 0.089 -2.966
18 C 4.600 1.220 1.408
19 C 4.179 -0.288 1.715
20 C 4.986 -1.374 0.810
21 C 4.076 -2.653 0.486
22 C 4.896 -4.031 0.389
23 S 4.677 -5.103 1.912
24 O 4.623 -4.261 3.157
25 O 5.785 -6.131 1.994
26 O 3.216 -5.946 1.845
27 C 4.025 2.294 2.464
28 C 4.153 1.788 4.005
29 C 5.638 1.290 4.358
30 O 5.798 0.565 5.369
31 C -3.013 0.811 2.190
32 S -3.735 1.962 3.208
33 S -3.959 0.340 0.683
34 C -5.747 0.831 0.843
35 C -6.745 -0.235 0.145
36 C -6.822 -0.027 -1.453
37 H 1.349 -3.115 4.837
38 H 0.295 -4.330 3.946
39 H 1.953 -3.754 3.192
40 H 1.092 -1.541 2.675
41 H -0.329 -2.633 2.152
42 H -0.021 -0.715 4.726
43 H -0.958 -2.281 4.891
44 H -2.701 -1.543 3.224
45 H -2.427 -0.238 4.472
46 H -0.955 1.631 4.038
47 H 0.310 0.810 3.003
48 H -1.558 3.028 1.631
49 H -0.100 2.128 0.979
50 H 0.400 4.641 1.922
51 H -0.251 4.053 3.522
52 H 1.485 2.464 3.984
53 H 2.343 4.059 3.558
54 H 2.202 1.608 1.833
55 H 2.524 4.484 1.077
56 H 1.624 3.115 0.174
57 H 4.687 3.796 0.262
58 H 3.623 3.572 -1.215
59 H 5.265 1.579 -0.683
60 H 3.425 1.926 -2.566
61 H 2.077 0.697 -2.445
62 H 3.735 -0.020 -4.110
63 H 3.750 -1.248 -2.763
64 H 6.079 -0.542 -2.124
65 H 6.173 -0.235 -3.922
66 H 5.834 1.189 -2.755
67 H 5.747 1.270 1.517
68 H 3.065 -0.497 1.486
69 H 4.337 -0.623 2.793
70 H 5.837 -1.754 1.491
71 H 5.492 -0.908 -0.095
72 H 3.443 -2.463 -0.451
73 H 3.365 -2.775 1.387
74 H 6.014 -3.887 0.190
75 H 4.426 -4.636 -0.472
76 H 3.239 -6.681 2.502
77 H 4.648 3.262 2.433
78 H 3.370 0.976 4.229
79 H 3.956 2.700 4.673
80 H 6.568 1.591 3.769
81 H -5.972 1.858 0.369
82 H -6.058 0.904 1.935
83 H -7.796 -0.019 0.553
84 H -6.490 -1.304 0.455
85 H -7.794 0.555 -1.658
86 H -5.963 0.616 -1.830
87 H -6.934 -1.019 -2.022
88 C -2.470 1.958 -2.090
89 O -2.843 2.373 -3.402
90 C -2.671 1.430 -4.343
91 O -2.243 0.317 -4.160
92 O -3.053 1.944 -5.521
93 C -2.921 1.042 -6.620
94 H -2.648 2.793 -1.411
95 H -3.079 1.113 -1.764
96 H -1.407 1.706 -2.054
97 H -3.549 0.161 -6.475
98 H -1.877 0.754 -6.757
99 H -3.256 1.559 -7.520
100 C -10.149 -4.250 2.383
101 O -10.728 -3.280 3.254
102 C -10.114 -2.088 3.236
103 O -9.153 -1.795 2.567
104 O -10.755 -1.277 4.092
105 C -10.206 0.037 4.176
106 H -10.725 -5.171 2.481
107 H -10.203 -3.917 1.345
108 H -9.116 -4.457 2.670
109 H -10.262 0.541 3.209
110 H -9.175 0.001 4.535
111 H -10.801 0.600 4.895
112 C 1.022 0.235 -6.516
113 O 1.922 1.088 -7.221
114 C 2.823 0.435 -7.974
115 O 2.917 -0.762 -8.085
116 O 3.599 1.347 -8.578
117 C 4.611 0.790 -9.417
118 H 0.341 0.865 -5.943
119 H 0.433 -0.365 -7.213
120 H 1.566 -0.406 -5.818
121 H 4.164 0.213 -10.229
122 H 5.297 0.171 -8.835
123 H 5.175 1.617 -9.851
124 C -5.286 -3.966 -9.426
125 O -4.365 -2.937 -9.068
126 C -3.112 -3.145 -9.502
127 O -2.731 -4.093 -10.141
128 O -2.355 -2.110 -9.100
129 C -0.987 -2.197 -9.495
130 H -6.262 -3.694 -9.024
131 H -5.369 -4.049 -10.511
132 H -4.986 -4.921 -8.988
133 H -0.899 -2.209 -10.583
134 H -0.516 -3.081 -9.060
135 H -0.472 -1.313 -9.118
136 C 4.109 1.432 7.674
137 O 3.703 2.770 7.969
138 C 2.635 2.856 8.780
139 O 2.027 1.928 9.250
140 O 2.364 4.157 8.973
141 C 1.243 4.401 9.823
142 H 4.975 1.483 7.015
143 H 4.400 0.907 8.586
144 H 3.312 0.893 7.155
145 H 1.420 3.994 10.821
146 H 0.333 3.980 9.391
147 H 1.118 5.480 9.907

Output
Kohn-Sham gap	8.24	eV
electronic energy	-120253.4268	eV
highest occupied orbital energy	-10.6	eV
F_max	5.995	eV Å⁻¹
charge	+1

=====

# 2
The following is a DFT calculation (ωB97M-V/def2-TZVPD) of a single C5H8O molecule.

Positions of all 14 atoms, in Å:
1 C 1.487 0.166 0.459
2 C 0.120 0.333 1.115
3 C -0.781 0.508 -0.108
4 C -1.278 -0.803 -0.627
5 C -0.039 -0.143 -1.227
6 O 1.236 -0.527 -0.767
7 H 2.194 -0.436 1.038
8 H 1.924 1.161 0.283
9 H -0.142 -0.596 1.637
10 H 0.081 1.143 1.845
11 H -1.382 1.383 -0.336
12 H -1.145 -1.658 0.033
13 H -2.259 -0.759 -1.093
14 H -0.017 0.228 -2.252

Output
Kohn-Sham gap	10.48	eV
electronic energy	-7360.6249	eV
highest occupied orbital energy	-9.3	eV
SMILES string	C1C[C@@H]2C[C@@H]2O1
F_max	0.653	eV Å⁻¹

=====

# 3
The following is a DFT calculation (ωB97M-V/def2-TZVPD) of a single C4H2Cl2N2O3 molecule at a distorted geometry.

Positions of all 13 atoms, in Å:
1 O 3.006 -1.172 0.268
2 N 2.293 -0.290 0.627
3 O 2.148 0.054 1.760
4 C 1.507 0.519 -0.426
5 Cl 1.859 -0.053 -1.965
6 Cl 1.737 2.182 -0.109
7 C -0.216 0.092 -0.045
8 N -0.750 -1.015 0.403
9 C -2.107 -0.872 0.269
10 C -2.333 0.350 -0.332
11 O -1.152 0.971 -0.492
12 H -2.796 -1.655 0.644
13 H -3.196 0.889 -0.603

Output
Kohn-Sham gap	9.67	eV
electronic energy	-38342.9502	eV
highest occupied orbital energy	-9.9	eV
SMILES string	O=[N+]([O-])C(Cl)(Cl)c1ncco1
F_max	5.128	eV Å⁻¹

=====

# 4
The following is a DFT calculation (ωB97M-V/def2-TZVPD) of 2 unconnected molecules or ions with the total composition C4H12NO at a distorted geometry.

Positions of all 18 atoms, in Å:
1 C 1.768 -0.960 -0.851
2 C 0.855 -0.729 -2.064
3 H 1.837 -0.055 -0.237
4 H 2.760 -1.287 -1.161
5 H 1.352 -1.756 -0.222
6 H 1.166 0.159 -2.629
7 H 0.865 -1.574 -2.765
8 H -0.199 -0.612 -1.755
9 O -0.903 2.427 0.285
10 C -0.608 1.318 -0.026
11 C -0.861 0.114 0.911
12 N -1.551 0.612 2.217
13 H 0.004 1.136 -0.943
14 H -1.491 -0.681 0.513
15 H 0.121 -0.276 1.196
16 H -1.045 0.246 3.031
17 H -1.551 1.631 2.232
18 H -2.521 0.287 2.269

Output
Kohn-Sham gap (alpha / beta)	8.99 / 4.50	eV
electronic energy	-7857.4943	eV
highest occupied orbital energy (alpha / beta)	-19.9 / -19.7	eV
2S+1	2
F_max	1.786	eV Å⁻¹
charge	+2

=====

# 5
The following is a DFT calculation (ωB97M-V/def2-TZVPD) of a gas-phase ion, C6H10N (charge +1) at a distorted geometry.

Positions of all 17 atoms, in Å:
1 C -1.436 0.466 -0.822
2 C -0.240 0.403 0.150
3 C -0.773 0.971 1.472
4 N 0.867 1.152 -0.412
5 C 1.847 0.533 0.114
6 C 0.936 -0.602 0.021
7 C 0.813 -1.865 -0.653
8 H -2.360 0.736 -0.419
9 H -1.607 -0.509 -1.272
10 H -1.113 1.196 -1.586
11 H -0.766 1.981 1.465
12 H 0.064 0.843 2.252
13 H -1.631 0.486 1.844
14 H 2.892 0.730 0.262
15 H -0.204 -2.353 -0.727
16 H 1.404 -2.459 -0.039
17 H 1.308 -1.707 -1.650

Output
Kohn-Sham gap	10.54	eV
electronic energy	-7863.1735	eV
highest occupied orbital energy	-15.8	eV
SMILES string	CC1(C)[N+]2=C[C@]21C
F_max	5.947	eV Å⁻¹
charge	+1

=====

# 6
The following is a DFT calculation (ωB97M-V/def2-TZVPD) of a gas-phase ion, CHF3NO2S (charge -1) at a distorted geometry.

Positions of all 9 atoms, in Å:
1 N 0.548 0.694 0.052
2 S 1.115 -0.630 0.594
3 O 2.069 -0.462 1.693
4 O 1.377 -2.186 -0.722
5 C -0.341 -1.569 1.640
6 F -0.500 -1.078 2.921
7 F -1.597 -1.772 1.267
8 F 0.215 -2.784 1.778
9 H 0.282 0.348 -0.846

Output
Kohn-Sham gap (alpha / beta)	9.23 / 9.23	eV
electronic energy	-25623.4066	eV
highest occupied orbital energy (alpha / beta)	-5.3 / -5.3	eV
SMILES string	N=[S@](=O)([O-])C(F)(F)F
F_max	5.688	eV Å⁻¹
charge	-1

=====

# 7
The following is a DFT calculation (ωB97M-V/def2-TZVPD) of a single C3H5NO2 molecule.

Positions of all 11 atoms, in Å:
1 N 0.539 0.862 -0.350
2 C 1.323 -0.202 -0.615
3 O 0.922 -1.366 -0.482
4 C -0.975 -0.788 0.108
5 C -0.524 0.488 0.655
6 O -0.340 0.815 1.845
7 H 0.995 1.753 -0.198
8 H 2.340 -0.004 -0.972
9 H -1.442 -1.516 0.771
10 H -1.226 -0.830 -0.945
11 H -1.612 0.788 0.183

Output
Kohn-Sham gap	8.72	eV
electronic energy	-8773.7136	eV
highest occupied orbital energy	-8.6	eV
F_max	0.497	eV Å⁻¹

=====

# 8
The following is a DFT calculation (ωB97M-V/def2-TZVPD) of 2 unconnected molecules or ions with the total composition C4H13NS2.

Positions of all 20 atoms, in Å:
1 C -0.685 2.852 4.464
2 N -0.088 2.412 3.206
3 C -1.004 1.617 2.427
4 H -1.529 3.508 4.253
5 H -1.059 2.010 5.063
6 H 0.054 3.390 5.050
7 H 0.752 1.913 3.422
8 H -1.386 0.717 2.930
9 H -0.591 1.317 1.466
10 H -1.862 2.260 2.206
11 C 1.423 -0.051 0.320
12 C 0.473 -0.072 -0.877
13 S 0.343 -1.805 -1.538
14 S -0.277 -1.631 -3.413
15 H 2.309 -0.657 0.122
16 H 0.974 -0.483 1.212
17 H 1.703 0.984 0.496
18 H 0.850 0.602 -1.642
19 H -0.556 0.117 -0.576
20 H -0.581 -2.952 -3.577

Output
Kohn-Sham gap (alpha / beta)	6.73 / 3.36	eV
electronic energy	-27510.6173	eV
highest occupied orbital energy (alpha / beta)	-11.2 / -11.2	eV
2S+1	2
F_max	0.853	eV Å⁻¹
charge	+1